No. 1
9
Properties=species:S:1:pos:R:3 method="wB97M-V/def2-TZVPD" lumo_energy_ev=-0.36 relative_energy_kcal_mol=12.4 gap_ev=8.7 e_homo_ev=-9.07
C -0.10 0.65 -2.48
C 0.43 -0.19 1.34
S 1.26 -0.08 -2.78
S -1.41 1.40 -2.06
S -1.08 -1.25 1.53
H 0.53 0.26 0.38
H 1.27 -0.73 1.52
H 0.61 0.50 2.10
H -1.50 -0.56 0.45

No. 2
81
Properties=species:S:1:pos:R:3 method="wB97M-V/def2-TZVPD" lumo_energy_ev=-1.11 gap_ev=7.9 smiles="O=C1C=CC(=O)C(COO)=C1CCCS.CC#N.CC#N.CC#N.CC#N.CC#N.CC#N.CC#N.CC#N.CC#N" e_homo_ev=-9.00
O -2.64 -2.02 -1.26
C -1.97 -2.43 -0.33
C -0.61 -2.99 -0.54
C 0.35 -2.71 0.35
C -0.03 -1.79 1.47
O 0.71 -0.93 1.90
C -1.42 -1.99 1.97
C -1.60 -1.75 3.44
O -0.78 -2.57 4.24
O -1.28 -3.91 4.18
C -2.39 -2.33 1.11
C -3.83 -2.59 1.52
C -4.68 -3.31 0.48
C -4.30 -4.80 0.36
S -4.02 -5.37 -1.34
H -0.45 -3.61 -1.41
H 1.34 -3.12 0.23
H -1.28 -0.73 3.63
H -2.65 -1.79 3.72
H -2.09 -3.88 4.69
H -4.31 -1.67 1.86
H -3.78 -3.25 2.38
H -4.65 -2.85 -0.49
H -5.71 -3.25 0.81
H -5.11 -5.42 0.73
H -3.42 -5.04 0.94
H -2.69 -5.33 -1.48
C 3.57 -3.08 2.65
C 4.23 -3.33 1.38
N 4.72 -3.54 0.37
H 2.98 -2.16 2.61
H 2.89 -3.89 2.91
H 4.29 -2.98 3.46
C -3.83 -9.46 -2.22
C -3.50 -8.91 -0.91
N -3.25 -8.46 0.11
H -3.07 -9.21 -2.95
H -3.91 -10.54 -2.17
H -4.78 -9.06 -2.57
C -0.82 1.03 -1.66
C -1.30 2.38 -1.90
N -1.67 3.45 -2.09
H -0.48 0.91 -0.63
H -1.61 0.29 -1.84
H 0.01 0.79 -2.32
C 1.19 4.43 -4.48
C 1.54 3.09 -4.04
N 1.81 2.04 -3.66
H 0.49 4.90 -3.78
H 2.07 5.06 -4.55
H 0.72 4.41 -5.46
C -0.29 8.37 -4.43
C 0.90 7.74 -4.97
N 1.83 7.22 -5.39
H -1.18 8.04 -4.97
H -0.41 8.12 -3.38
H -0.22 9.46 -4.52
C 4.60 4.54 -1.93
C 3.64 5.61 -2.15
N 2.87 6.44 -2.32
H 5.62 4.94 -1.90
H 4.40 4.04 -0.98
H 4.55 3.80 -2.72
C 2.71 -2.70 6.76
C 4.03 -2.72 6.15
N 5.07 -2.74 5.66
H 2.56 -3.58 7.37
H 2.60 -1.82 7.39
H 1.94 -2.67 5.99
C -3.03 2.07 5.76
C -2.45 1.75 4.46
N -1.99 1.51 3.44
H -3.59 3.00 5.71
H -3.71 1.28 6.08
H -2.26 2.17 6.51
C 5.05 8.23 -4.94
C 6.33 8.24 -5.63
N 7.34 8.24 -6.18
H 4.91 7.31 -4.38
H 4.98 9.06 -4.24
H 4.22 8.31 -5.64

No. 3
60
Properties=species:S:1:pos:R:3 method="wB97M-V/def2-TZVPD" lumo_energy_ev="-4.76 / -4.86" relative_energy_kcal_mol=22.8 gap_ev="5.8 / 6.0" multiplicity=5 charge=+1 e_homo_ev="-10.56 / -10.87" s_squared=6.41
Mn 0.20 -0.58 0.44
C 5.28 1.48 0.60
C 4.73 1.01 -0.58
C 3.65 0.16 -0.56
C 3.12 -0.26 0.66
C 3.70 0.19 1.86
C 4.76 1.06 1.82
N 2.01 -1.12 0.72
C 2.19 -2.35 1.26
C 3.40 -3.01 1.55
C 3.36 -4.27 2.08
C 2.15 -4.92 2.38
C 0.95 -4.32 2.09
C 0.97 -3.05 1.50
N -0.10 -2.33 1.08
N -1.30 -2.78 1.25
C -2.26 -2.11 0.58
C -3.61 -2.40 0.84
C -4.58 -1.76 0.10
C -4.19 -0.86 -0.89
C -2.84 -0.60 -1.07
N -1.89 -1.19 -0.35
H 6.12 2.16 0.58
H 5.16 1.31 -1.53
H 3.22 -0.22 -1.48
H 3.27 -0.14 2.80
H 5.20 1.41 2.75
H 4.34 -2.52 1.32
H 4.29 -4.79 2.28
H 2.18 -5.89 2.84
H 0.00 -4.79 2.29
H -3.84 -3.11 1.61
H -5.62 -1.97 0.28
H -4.92 -0.39 -1.52
H -2.51 0.09 -1.83
C -3.29 2.71 0.44
N -2.15 1.90 0.81
C -2.07 1.03 1.82
N -3.15 0.88 2.62
O -1.06 0.33 1.99
H -3.03 3.28 -0.45
H -3.54 3.41 1.24
H -4.15 2.08 0.20
H -1.32 1.94 0.22
H -3.92 1.52 2.59
H -3.04 0.33 3.46
O 1.73 2.72 -0.71
C 0.86 1.98 -1.13
O 0.46 0.92 -0.49
C 0.08 2.24 -2.38
C -0.52 1.18 -3.05
C -1.29 1.44 -4.18
C -1.47 2.74 -4.61
C -0.88 3.79 -3.93
C -0.09 3.54 -2.82
H -0.35 0.16 -2.71
H -1.75 0.62 -4.71
H -2.06 2.95 -5.48
H -1.02 4.81 -4.26
H 0.38 4.34 -2.27

no.,E (eV)
1,-34643.68748
2,-62097.68012
3,-73751.20599